{
  "formula": "C12H25N5O3",
  "method": "wB97M-V/def2-TZVPD",
  "species": ["C", "H", "C", "H", "C", "H", "H", "H", "H", "H", "H", "N", "O", "H", "H", "C", "H", "C", "C", "H", "H", "H", "H", "C", "O", "O", "H", "H", "H", "H", "H", "H", "H", "C", "N", "C", "N", "H", "H", "C", "C", "N", "C", "N", "H"],
  "coordinates": [[1.12, 2.57, 0.94], [4.66, -2.67, -0.44], [-4.92, 1.02, -0.55], [1.80, 0.54, 1.27], [-1.68, -0.87, 0.65], [4.99, 0.59, 0.14], [0.20, -1.41, -0.69], [-3.94, -2.30, 0.39], [3.43, 2.31, -0.49], [-4.41, -1.76, -1.22], [2.89, 1.69, 1.94], [4.07, 0.37, -0.17], [0.15, -2.21, -0.16], [2.26, 1.05, -1.01], [5.34, -1.59, -1.31], [0.20, 2.36, -0.26], [0.66, 2.60, -1.17], [-1.03, -2.18, 0.58], [3.81, -0.95, -0.18], [-2.20, -0.87, 1.64], [-4.65, 1.45, -1.54], [-1.49, 3.05, 0.70], [-2.34, -0.10, -1.19], [2.22, 1.49, 1.08], [-1.48, -3.19, 1.05], [-0.17, 0.37, -1.55], [-4.21, 0.25, 1.32], [2.42, -2.46, -0.38], [-0.81, 0.79, 1.54], [0.60, 2.74, 1.85], [-1.50, 3.19, -0.94], [1.58, 3.57, 0.78], [-5.70, 0.22, -0.75], [-0.26, 0.90, -0.42], [2.58, -1.46, -0.16], [-2.80, -0.55, -0.33], [-0.73, 0.25, 0.73], [-3.09, 1.48, 0.51], [-5.51, 1.80, -0.01], [2.98, 1.36, -0.26], [-3.56, -1.85, -0.57], [5.00, -1.70, -0.37], [-3.76, 0.55, 0.32], [-0.94, 3.34, -0.13], [-2.88, -2.62, -0.92]],
  "nbo_charge": [-0.41, 0.37, -0.62, 0.24, -0.17, 0.40, 0.51, 0.22, 0.19, 0.22, 0.21, -0.62, -0.69, 0.23, 0.37, -0.15, 0.22, 0.78, 0.58, 0.24, 0.21, 0.34, 0.23, -0.42, -0.56, -0.64, 0.21, 0.37, 0.40, 0.21, 0.36, 0.22, 0.21, 0.70, -0.84, -0.22, -0.63, 0.18, 0.22, -0.22, -0.62, -0.84, -0.39, -0.79, 0.23],
  "lumo_ev": 0.61,
  "homo_lumo_gap_ev": 9.335
}

{
  "formula": "C29H33BrFeN3O5P",
  "method": "wB97M-V/def2-TZVPD",
  "species": ["H", "H", "O", "C", "H", "H", "C", "N", "C", "H", "C", "H", "H", "H", "H", "C", "C", "O", "H", "C", "N", "C", "C", "H", "H", "C", "C", "C", "C", "C", "H", "H", "H", "H", "H", "C", "C", "C", "H", "H", "H", "C", "P", "H", "H", "H", "O", "O", "C", "H", "C", "H", "H", "C", "O", "C", "C", "C", "C", "Br", "H", "H", "H", "N", "H", "C", "C", "Fe", "C", "H", "C", "H", "H"],
  "coordinates": [[5.30, -8.96, 19.13], [3.80, -8.20, 13.90], [4.82, -9.37, 17.21], [5.31, -13.72, 19.83], [-0.27, -9.23, 17.49], [0.22, -3.37, 15.81], [4.12, -3.85, 21.72], [7.09, -8.16, 17.42], [10.87, -5.56, 17.66], [9.10, -5.53, 14.71], [4.76, -6.40, 18.44], [0.49, -10.82, 17.06], [4.10, -14.12, 18.07], [7.45, -10.10, 17.61], [0.56, -5.92, 16.42], [12.09, -5.22, 18.23], [10.68, -5.50, 16.26], [2.60, -5.56, 16.71], [5.22, -14.74, 20.23], [5.03, -4.25, 19.48], [3.96, -3.19, 22.65], [2.68, -6.48, 13.16], [5.49, -11.10, 18.81], [3.09, -6.58, 12.14], [1.62, -6.16, 13.07], [2.77, -7.80, 13.89], [11.77, -5.12, 15.45], [4.05, -6.84, 19.55], [8.72, -6.96, 16.17], [3.82, -6.00, 20.62], [3.27, -5.70, 13.68], [3.24, -6.37, 21.48], [5.42, -3.22, 19.48], [4.31, -11.82, 17.17], [12.21, -5.21, 19.33], [5.60, -9.66, 18.29], [9.41, -5.99, 15.66], [1.22, -5.09, 16.72], [5.77, -4.71, 17.52], [1.31, -4.31, 14.73], [0.68, -9.41, 15.96], [4.33, -4.69, 20.60], [2.97, -7.12, 16.55], [2.01, -3.24, 16.01], [11.63, -5.07, 14.36], [0.97, -4.81, 17.76], [1.97, -7.79, 17.65], [6.96, -10.62, 20.72], [13.16, -4.88, 17.40], [7.39, -10.01, 20.06], [12.99, -4.81, 16.02], [6.55, -13.00, 21.47], [1.76, -9.45, 18.84], [8.22, -8.08, 16.73], [2.25, -7.65, 15.22], [4.79, -12.09, 18.13], [0.61, -9.73, 17.02], [5.22, -5.10, 18.40], [1.84, -9.26, 17.76], [5.87, -6.68, 14.68], [3.66, -7.86, 19.60], [13.83, -4.46, 15.40], [2.76, -9.73, 17.38], [7.05, -9.38, 18.20], [10.03, -5.86, 18.29], [6.18, -11.49, 19.99], [1.18, -3.93, 15.76], [5.24, -7.42, 16.81], [4.69, -13.38, 18.63], [2.11, -8.54, 13.42], [6.06, -12.78, 20.51], [8.85, -9.00, 16.64], [14.14, -4.64, 17.83]],
  "mulliken_spin": [-0.02, 0.00, 0.12, 0.00, 0.00, 0.00, 0.00, 0.48, 0.02, 0.03, -0.22, 0.00, 0.00, 0.01, 0.00, 0.01, 0.02, -0.01, 0.00, -0.01, 0.00, 0.00, 0.03, 0.00, 0.00, 0.00, -0.01, -0.03, 0.38, -0.01, 0.00, 0.00, 0.00, 0.01, 0.00, 0.01, -0.05, 0.00, 0.00, 0.00, 0.00, 0.00, -0.08, 0.00, 0.00, 0.00, -0.01, 0.00, -0.01, -0.01, 0.01, 0.00, 0.00, -0.01, -0.04, 0.01, 0.00, 0.01, -0.01, 0.12, -0.02, 0.00, 0.01, 0.05, -0.01, 0.00, 0.00, 3.18, 0.00, 0.00, 0.00, 0.02, 0.00],
  "lumo_ev": [-1.11, -1.59],
  "spin_multiplicity": 5,
  "s_squared": 6.21,
  "homo_lumo_gap_ev": [7.315, 6.883]
}

{
  "formula": "C6H10O",
  "method": "wB97M-V/def2-TZVPD",
  "species": ["H", "H", "C", "C", "O", "H", "H", "H", "C", "C", "C", "C", "H", "H", "H", "H", "H"],
  "coordinates": [[-2.58, -0.45, 1.45], [1.58, 1.17, -1.23], [1.80, 0.10, -1.22], [0.68, -0.70, -0.57], [1.62, 0.01, 1.61], [-0.60, 1.72, 0.57], [0.75, -1.76, -0.81], [1.95, -0.22, -2.25], [-2.14, 0.54, 1.34], [0.69, -0.55, 1.02], [-1.01, 0.72, 0.63], [-0.70, -0.16, -0.79], [2.74, -0.02, -0.67], [-0.80, 0.57, -1.59], [-1.47, -0.94, -0.82], [0.13, -1.38, 1.47], [-2.62, 1.36, 1.86]],
  "nbo_charge": [0.19, 0.21, -0.61, -0.33, -0.55, 0.21, 0.21, 0.21, -0.33, 0.41, -0.25, -0.37, 0.23, 0.22, 0.21, 0.13, 0.20],
  "lumo_ev": 0.04,
  "homo_lumo_gap_ev": 9.221
}

{
  "formula": "C5H9NO2",
  "method": "wB97M-V/def2-TZVPD",
  "species": ["H", "C", "H", "O", "H", "H", "N", "C", "H", "C", "H", "C", "H", "H", "O", "C", "H"],
  "coordinates": [[-0.62, -1.40, 1.80], [-0.24, -1.55, 0.84], [0.71, -2.13, 0.90], [-0.29, 1.00, 0.66], [3.47, 1.49, -0.10], [-0.35, 1.03, -1.54], [2.52, 1.13, 0.07], [-0.80, 0.62, -0.61], [-2.67, -0.35, -1.07], [-2.27, 0.46, -0.53], [-0.98, -2.09, 0.25], [2.28, -0.14, -0.30], [1.77, 1.87, 0.39], [-2.51, 0.07, 0.41], [2.81, -1.15, -0.53], [0.06, -0.26, 0.19], [-2.87, 1.41, -0.83]],
  "mulliken_spin": [0.00, 0.06, 0.01, 0.11, 0.01, 0.00, 0.06, 0.11, 0.00, 0.00, 0.01, 0.84, -0.03, 0.00, 0.19, 0.62, 0.00],
  "lumo_ev": [0.94, -0.70],
  "spin_multiplicity": 3,
  "s_squared": 2.01,
  "homo_lumo_gap_ev": [5.844, 9.897]
}

{
  "formula": "C3H9OP",
  "method": "wB97M-V/def2-TZVPD",
  "species": ["H", "H", "H", "H", "H", "H", "C", "C", "H", "H", "C", "H", "P", "O"],
  "coordinates": [[-1.44, -1.99, -0.57], [0.23, -2.23, 1.08], [-3.15, 0.78, 0.23], [-1.24, 1.06, 1.05], [2.01, 2.31, 0.16], [-2.48, -1.51, 0.99], [-0.40, -1.28, 1.15], [-1.59, -1.31, 0.34], [-0.45, -0.72, 2.16], [1.49, -0.55, -0.13], [1.34, 0.48, -0.49], [0.36, 0.75, -0.81], [-1.81, 0.58, -0.25], [2.21, 1.33, 0.10]],
  "nbo_charge": [0.23, 0.19, -0.03, -0.01, 0.49, 0.24, -0.37, -0.71, 0.19, 0.16, -0.06, 0.14, 0.23, -0.69],
  "lumo_ev": [0.34, 0.74],
  "homo_lumo_gap_ev": [7.565, 8.541]
}

{
  "formula": "C35H61AsN3O3Ti",
  "method": "wB97M-V/def2-TZVPD",
  "species": ["H", "C", "H", "C", "H", "H", "C", "C", "H", "C", "H", "H", "C", "C", "H", "C", "H", "N", "H", "As", "H", "H", "C", "H", "H", "H", "N", "H", "C", "C", "H", "H", "H", "H", "C", "C", "H", "C", "C", "H", "H", "C", "H", "C", "H", "H", "C", "Ti", "C", "C", "C", "H", "C", "H", "O", "H", "H", "H", "C", "C", "H", "H", "H", "H", "C", "C", "H", "H", "H", "O", "C", "C", "H", "H", "H", "N", "H", "C", "H", "H", "C", "H", "H", "C", "H", "H", "H", "H", "C", "H", "C", "H", "C", "H", "H", "H", "H", "H", "C", "H", "H", "O", "H", "H"],
  "coordinates": [[0.37, 0.87, 5.70], [1.77, -7.26, 1.50], [-2.42, 2.94, 5.33], [0.96, -0.87, 2.36], [1.07, -4.15, -3.29], [-0.55, -8.02, 2.83], [1.78, -1.17, 3.43], [-2.79, 0.97, 3.53], [2.25, 0.13, -3.90], [1.56, -1.37, 7.01], [-0.37, -0.59, -3.13], [2.17, -1.57, 7.89], [2.40, 2.47, 2.71], [-0.26, -4.20, -0.93], [-2.22, 3.49, 2.89], [-0.31, 0.73, 3.70], [4.55, 0.50, 1.82], [1.03, -1.42, 1.05], [3.75, 0.30, 7.20], [2.74, 1.94, 0.92], [3.33, 2.79, 3.16], [0.12, -2.66, -3.24], [-1.30, 2.91, 2.91], [-0.91, -7.59, 1.16], [-0.07, -6.38, -2.68], [-1.61, 1.60, -0.36], [-1.33, 1.10, -1.21], [-1.06, 2.60, 1.89], [1.58, -0.54, 4.65], [0.48, -5.15, 1.21], [-0.01, 2.54, -1.91], [2.02, -5.53, 3.57], [-1.48, -6.55, 2.46], [4.53, 0.43, 0.04], [0.10, 0.23, -3.69], [0.85, -3.88, 1.64], [2.72, -6.73, 1.48], [3.54, -1.84, 5.58], [-0.01, -5.28, -0.08], [-2.95, -4.22, -1.71], [1.90, -8.17, 2.09], [1.52, 0.44, -3.16], [1.71, 1.49, -2.95], [0.71, -2.79, 0.80], [-0.31, -3.93, -4.37], [-1.76, 1.45, 6.00], [0.06, -3.73, -3.37], [0.21, -0.17, -0.18], [3.55, 3.39, -0.03], [0.03, -2.95, -0.40], [-0.80, 1.47, -3.62], [-3.63, 1.65, 3.67], [0.66, -6.38, 2.09], [3.76, 4.21, 0.66], [-0.34, -1.75, -1.01], [2.38, 1.23, 6.63], [0.78, -0.66, 7.29], [-2.93, 0.12, 4.20], [-1.48, 1.70, 3.85], [3.91, 0.44, 0.94], [-1.78, 1.20, -4.01], [-1.69, 2.89, -2.29], [-0.51, 3.56, 3.27], [1.76, -1.31, -2.09], [-1.58, 2.25, 5.28], [-0.07, 0.08, 2.48], [3.12, -2.81, 5.28], [1.08, -2.30, 6.70], [-2.81, 0.60, 2.51], [-0.78, 0.29, 1.34], [-0.95, 2.09, -2.25], [-1.03, -5.85, -2.69], [0.14, -0.11, -4.72], [3.30, -0.46, 0.99], [1.28, -3.73, 2.62], [1.75, -0.31, -1.89], [-1.43, -5.92, -3.70], [-0.65, -7.18, 2.13], [4.22, -1.50, 4.80], [2.85, 3.73, -0.79], [0.53, 0.38, 4.75], [-0.68, 2.79, 5.58], [4.47, 3.06, -0.50], [3.11, 0.48, 6.34], [-2.16, 0.59, -1.50], [3.73, 0.91, 5.54], [1.10, -6.92, 4.13], [2.68, -0.08, -1.55], [-2.25, -3.71, -2.39], [1.68, 3.29, 2.70], [1.04, -6.02, 3.52], [1.98, 1.62, 3.25], [-0.87, -4.37, -2.32], [-2.66, -3.79, -3.40], [-1.72, -6.36, -2.02], [2.57, -1.90, 3.29], [0.31, -5.35, 3.98], [-0.41, 2.24, -4.28], [2.45, -0.82, 5.88], [-2.21, -2.66, -2.11], [-0.24, -6.27, -0.44], [1.31, 1.53, 0.11], [1.54, -7.56, 0.47], [4.13, -2.01, 6.48]],
  "lowdin_charge": [0.10, -0.04, 0.09, -0.23, 0.10, 0.09, 0.02, -0.03, 0.12, -0.04, 0.08, 0.09, -0.16, -0.09, 0.09, -0.10, 0.05, -0.03, 0.09, 1.08, 0.06, 0.05, -0.03, 0.08, 0.09, 0.09, -0.01, 0.06, -0.17, -0.16, 0.10, 0.08, 0.09, 0.04, -0.18, 0.05, 0.09, -0.06, 0.03, 0.09, 0.09, -0.20, 0.11, -0.18, 0.09, 0.09, -0.03, 1.14, -0.17, -0.22, -0.19, 0.09, -0.56, 0.05, -0.23, 0.08, 0.08, 0.10, -0.53, -0.18, 0.12, 0.12, 0.07, 0.10, -0.06, -0.26, 0.08, 0.09, 0.08, -0.21, -0.22, -0.06, 0.12, 0.02, 0.10, -0.02, 0.09, -0.05, 0.08, 0.04, 0.01, 0.09, 0.04, -0.04, 0.12, 0.08, 0.09, 0.08, -0.03, 0.05, -0.07, 0.02, -0.53, 0.09, 0.09, 0.11, 0.09, 0.12, -0.56, 0.07, 0.10, -0.54, 0.08, 0.09],
  "lumo_ev": [-2.59, -2.59],
  "charge": 1,
  "homo_lumo_gap_ev": [7.290, 7.291]
}

{
  "formula": "C3H8N4O",
  "method": "wB97M-V/def2-TZVPD",
  "species": ["H", "H", "C", "H", "N", "H", "N", "C", "H", "H", "O", "C", "H", "N", "N", "H"],
  "coordinates": [[0.41, -0.48, -2.50], [1.82, 0.43, -2.60], [0.84, 0.67, -0.86], [1.09, -1.73, -0.26], [-1.70, -0.08, 1.62], [-0.61, -2.03, 0.27], [1.42, 1.77, -0.67], [-0.93, 0.68, 0.80], [1.12, 2.26, 0.19], [-2.40, 0.45, 2.08], [-0.98, 1.90, 0.81], [0.25, -1.38, 0.36], [0.55, -1.35, 1.36], [1.13, -0.01, -2.00], [-0.15, -0.05, -0.09], [-1.86, -1.06, 1.48]],
  "nbo_charge": [0.38, 0.40, 0.57, 0.24, -0.84, 0.18, -0.70, 0.79, 0.38, 0.41, -0.64, -0.41, 0.20, -0.84, -0.50, 0.39],
  "lumo_ev": 0.70,
  "homo_lumo_gap_ev": 9.770
}

{
  "formula": "C18H25BN8O3Ti",
  "method": "wB97M-V/def2-TZVPD",
  "species": ["C", "N", "C", "H", "C", "H", "H", "C", "N", "H", "H", "C", "N", "N", "C", "H", "C", "C", "N", "O", "H", "H", "H", "C", "O", "C", "Ti", "H", "H", "H", "C", "C", "C", "O", "C", "C", "H", "H", "H", "H", "H", "H", "H", "C", "N", "N", "C", "B", "N", "H", "H", "H", "H", "C", "H", "H"],
  "coordinates": [[2.62, 0.12, 2.84], [-1.91, -0.35, -2.26], [0.17, 0.29, 2.29], [0.22, 3.18, -0.56], [1.02, -0.90, 4.42], [-3.71, -0.83, -1.23], [-2.72, -0.20, -5.41], [-0.15, 2.17, 4.70], [0.09, 1.53, -3.38], [3.66, 0.59, 1.15], [0.01, 3.16, 5.12], [0.30, 2.77, -3.85], [0.02, 1.60, -1.99], [0.50, -0.11, 1.00], [0.20, 2.91, -1.61], [1.84, -0.88, 5.16], [-0.32, -1.02, 5.09], [0.40, 3.66, -2.78], [0.66, -1.06, -3.76], [3.58, -0.27, 3.48], [-4.82, -0.82, -3.72], [2.77, -3.52, -4.13], [1.67, -3.35, -1.63], [1.51, -2.71, -2.50], [1.97, 0.05, -0.68], [-2.27, -2.09, 0.56], [0.05, -0.19, -1.17], [-1.09, -0.55, 4.49], [-1.94, -2.62, 1.46], [0.61, 4.71, -2.84], [1.42, -1.83, -4.56], [1.17, 1.67, 4.16], [1.74, 0.13, 0.58], [-0.99, 0.67, 2.47], [-3.23, -0.61, -2.17], [1.22, 0.29, 3.42], [-2.69, -2.81, -0.16], [-0.25, 0.37, -5.28], [-3.07, -1.39, 0.92], [0.41, 2.92, -4.92], [1.85, 1.61, 5.03], [-0.52, 1.52, 5.49], [-0.53, -2.09, 5.16], [-2.78, -0.31, -4.33], [0.69, -1.60, -2.47], [2.71, 0.49, 1.48], [2.02, -2.83, -3.80], [-0.25, 0.17, -4.11], [-1.66, -0.17, -3.60], [-0.36, -0.61, 6.10], [1.61, 2.42, 3.48], [1.18, -1.80, 3.81], [-0.92, 2.23, 3.93], [-3.81, -0.61, -3.44], [-1.40, -1.49, 0.13], [1.50, -1.60, -5.61]],
  "nbo_charge": [0.71, -0.41, 0.69, 0.26, -0.38, 0.25, 0.26, -0.62, -0.29, 0.45, 0.23, 0.10, -0.42, -0.67, 0.04, 0.26, -0.63, -0.28, -0.30, -0.47, 0.27, 0.28, 0.26, 0.05, -0.63, -0.78, 1.90, 0.22, 0.25, 0.28, 0.10, -0.38, 0.78, -0.51, 0.04, -0.24, 0.24, 0.02, 0.25, 0.27, 0.24, 0.22, 0.23, 0.06, -0.42, -0.63, -0.28, 0.50, -0.33, 0.23, 0.20, 0.20, 0.23, -0.31, 0.10, 0.27],
  "lumo_ev": -9.18,
  "charge": 2,
  "homo_lumo_gap_ev": 6.460
}

{
  "formula": "C6H16Br3N5O10",
  "method": "wB97M-V/def2-TZVPD",
  "species": ["H", "Br", "O", "C", "N", "H", "H", "C", "H", "H", "O", "H", "C", "O", "C", "N", "H", "O", "H", "H", "N", "C", "O", "H", "Br", "O", "H", "H", "H", "O", "O", "N", "H", "N", "C", "O", "Br", "H", "H", "O"],
  "coordinates": [[-0.68, -2.75, -2.01], [1.27, 1.01, 0.13], [6.37, -0.24, 3.32], [-0.53, -2.88, -3.11], [-2.35, -1.15, -0.62], [1.71, -3.31, 3.15], [-3.62, -1.14, 1.05], [-3.89, 5.80, -0.44], [-3.02, 6.28, -0.88], [-4.87, 6.04, -0.86], [1.01, -1.09, -3.07], [0.26, -3.37, 4.33], [-2.60, -0.91, 0.73], [-0.31, -1.28, -4.79], [1.00, 2.06, -1.46], [-0.15, -3.38, 2.21], [4.93, 1.62, 1.79], [-1.40, -3.47, 2.31], [0.69, -4.83, 3.33], [-2.41, 0.10, 0.97], [-3.73, 4.33, -0.63], [0.70, -3.73, 3.37], [-3.47, 3.64, 0.37], [-1.96, -1.60, 1.29], [2.71, 2.49, -2.33], [-1.45, -0.53, -1.19], [-3.81, 5.91, 0.65], [4.81, 0.34, 0.48], [6.42, 1.00, 1.14], [-3.85, 3.81, -1.77], [4.57, -1.12, 2.54], [0.07, -1.65, -3.65], [0.21, -3.65, -3.27], [5.46, -0.30, 2.50], [5.38, 0.71, 1.36], [-2.95, -1.98, -1.22], [0.22, 3.90, -1.15], [0.32, 1.58, -2.15], [-1.42, -3.13, -3.56], [0.36, -3.11, 1.12]],
  "nbo_charge": [0.24, 0.11, -0.38, -0.46, 0.53, 0.25, 0.24, -0.48, 0.24, 0.24, -0.38, 0.25, -0.50, -0.39, -0.43, 0.51, 0.24, -0.41, 0.25, 0.24, 0.51, -0.49, -0.37, 0.26, 0.07, -0.42, 0.24, 0.25, 0.23, -0.38, -0.38, 0.52, 0.23, 0.53, -0.50, -0.36, 0.01, 0.24, 0.23, -0.35],
  "lumo_ev": -0.51,
  "homo_lumo_gap_ev": 9.399
}

The evaluated energy above the lowest of the compared OMol25 structures with the same formula, charge and spin for the records listed, in turn: 1.566, 0.000, 2.371, 2.197, 5.886, 0.671, 0.381, 0.379, 1.128 eV.